Molecular formula: C16H35BClFIInN2O7PS2
Method: DFT, the ωB97M-V functional and the def2-TZVPD basis

Each line ends with the Löwdin charge.
Geometry (Å):
C  -5.654  -0.702  -2.463  -0.09
C  -4.820  -1.938  -2.772  -0.21
C  -3.471  -1.584  -3.388  -0.16
O  -2.333  -2.028  -2.621  -0.09
C  -2.265  -1.480  -1.368  -0.17
C  -0.905  -1.794  -0.772  -0.46
F  -0.810  -3.163  -0.774  0.10
C  0.225  -1.226  -1.614  -0.06
C  0.014  0.230  -2.063  -0.25
C  -0.286  0.394  -3.555  -0.51
S  1.195  0.971  -4.440  0.73
O  -0.899  -1.229  0.528  -0.11
C  -0.194  -1.860  1.551  -0.69
C  1.199  -2.422  1.216  -0.02
P  -1.188  -3.233  2.314  0.85
N  -2.752  -3.020  1.794  -0.18
C  -0.234  -0.862  2.684  -0.93
Cl  0.607  -1.568  4.096  0.83
I  -2.520  -0.959  2.982  1.60
N  0.116  0.435  2.466  -0.14
C  0.981  0.807  1.349  -0.13
C  2.421  1.193  1.703  -0.11
C  3.186  1.637  0.423  -0.29
C  4.032  2.923  0.726  -0.27
S  5.765  2.905  0.205  0.51
O  6.510  2.488  1.324  -0.20
O  6.026  4.200  -0.269  -0.20
O  5.900  1.833  -0.959  -0.18
C  0.212  1.305  3.640  -0.07
B  -0.201  2.814  3.328  -0.68
O  -1.324  2.985  2.581  0.19
O  0.608  3.784  3.783  0.23
H  -5.222  -0.094  -1.671  0.06
H  -6.666  -0.960  -2.186  0.08
H  -5.701  -0.088  -3.355  0.08
H  -5.390  -2.530  -3.475  0.12
H  -4.729  -2.543  -1.875  0.10
H  -3.376  -0.508  -3.513  0.12
H  -3.388  -2.064  -4.349  0.13
H  -2.526  -0.424  -1.309  0.15
H  -2.989  -2.005  -0.715  0.12
H  0.350  -1.855  -2.483  0.15
H  1.152  -1.248  -1.059  0.10
H  0.947  0.761  -1.909  0.02
H  -0.719  0.752  -1.456  0.11
H  -1.074  1.111  -3.727  0.08
H  -0.562  -0.545  -4.009  0.07
H  1.504  -0.107  -5.159  -0.11
H  1.410  -3.283  1.839  0.09
H  1.287  -2.763  0.199  0.10
H  1.998  -1.725  1.422  0.09
H  -1.210  -3.191  3.703  0.00
H  -0.681  -4.489  1.970  0.08
H  -2.836  -2.226  1.144  -0.07
H  0.564  1.682  0.854  0.14
H  1.046  0.063  0.572  0.09
H  2.461  2.011  2.405  0.11
H  2.966  0.343  2.095  0.13
H  3.852  0.846  0.111  0.11
H  2.475  1.886  -0.392  -0.08
H  3.571  3.808  0.294  0.07
H  4.057  3.105  1.789  0.12
H  5.919  0.956  -0.542  0.11
H  -0.467  1.000  4.433  0.12
H  1.193  1.282  4.102  0.12
H  -1.775  3.823  2.736  0.13
H  0.185  4.650  3.790  0.14
In  3.233  2.737  -1.908  1.21

The calculation puts the HOMO energy at -0.6093 Eh. The calculation puts the total energy at -3476.146094 Eh. For the HOMO-LUMO gap, the calculation gives 4.02 eV. Its net charge is +3.

Molecular formula: C27H35KN6O8
Method: DFT, the ωB97M-V functional and the def2-TZVPD basis

Each line ends with the Löwdin charge.
Geometry (Å):
K  1.499  -0.059  0.233  0.83
O  3.319  2.350  3.297  -0.05
C  2.839  2.176  2.157  -0.67
O  3.171  1.311  1.313  -0.14
C  1.623  3.089  1.840  -0.10
C  0.359  2.468  2.475  -0.26
C  -0.684  3.554  2.773  -0.11
C  -1.163  3.896  1.339  -0.10
C  -0.343  2.900  0.500  -0.27
O  -0.265  1.766  1.386  -0.13
C  1.114  3.359  0.383  -0.11
C  1.854  2.760  -0.851  -0.67
O  2.845  3.383  -1.242  -0.01
O  1.307  1.752  -1.406  -0.21
H  1.838  4.034  2.339  0.14
H  0.565  1.781  3.295  0.15
H  -1.500  3.145  3.372  0.10
H  -0.253  4.401  3.307  0.11
H  -2.233  3.719  1.222  0.10
H  -0.953  4.928  1.052  0.11
H  -0.787  2.594  -0.441  0.13
H  1.154  4.437  0.209  0.14
O  2.755  -5.232  1.126  0.01
C  2.130  -4.182  1.286  -0.48
N  0.939  -3.823  0.778  0.13
C  0.013  -4.732  0.439  -0.48
O  -0.228  -5.827  0.951  0.01
C  -0.922  -4.271  -0.683  -0.21
C  -2.050  -5.040  -0.966  -0.02
C  -2.899  -4.635  -1.980  -0.09
C  -2.593  -3.477  -2.682  -0.08
C  -1.448  -2.779  -2.331  -0.14
N  -0.628  -3.161  -1.357  0.12
C  2.870  -3.034  1.956  -0.21
C  4.257  -2.981  1.882  -0.02
C  4.922  -1.916  2.469  -0.07
C  4.189  -0.955  3.144  -0.07
C  2.815  -1.121  3.209  -0.16
N  2.158  -2.118  2.618  0.10
H  -2.218  -5.930  -0.377  0.10
H  -3.787  -5.208  -2.218  0.09
H  -3.228  -3.109  -3.479  0.09
H  -1.179  -1.863  -2.849  0.09
H  4.773  -3.771  1.355  0.11
H  5.998  -1.824  2.378  0.10
H  4.631  -0.059  3.558  0.10
H  2.213  -0.381  3.729  0.10
C  0.538  1.567  -4.754  -0.05
C  -0.869  1.713  -4.181  -0.65
C  -1.040  3.133  -3.624  -0.05
C  -1.917  1.441  -5.256  -0.07
N  -0.986  0.690  -3.137  -0.07
N  -2.212  0.800  -2.400  0.03
H  0.694  2.284  -5.565  0.08
H  0.679  0.557  -5.145  0.08
H  1.280  1.751  -3.974  0.07
H  -0.895  3.877  -4.413  0.07
H  -0.297  3.312  -2.844  0.07
H  -2.042  3.268  -3.211  0.07
H  -1.853  2.188  -6.052  0.07
H  -2.916  1.469  -4.821  0.06
H  -1.757  0.450  -5.688  0.07
H  -0.199  0.807  -2.501  0.08
H  -2.104  1.481  -1.650  0.05
H  -2.336  -0.083  -1.918  0.03
C  -2.537  -0.038  2.873  -0.06
N  -1.737  -1.142  2.402  -0.17
C  -0.982  -1.907  3.370  -0.06
C  -1.620  -1.386  1.076  -0.32
O  -2.225  -0.779  0.204  -0.01
H  -3.465  -0.388  3.340  0.08
H  -2.774  0.604  2.029  0.08
H  -1.970  0.536  3.609  0.08
H  -1.654  -2.422  4.066  0.08
H  -0.320  -1.253  3.943  0.08
H  -0.357  -2.637  2.859  0.06
H  -0.916  -2.205  0.859  0.10

The calculation puts the HOMO energy at -0.1171 Eh. The calculation puts the total energy at -2580.434624 Eh. The energy relative to the best compared isomer or geometry (same formula, charge and spin) comes out at 15.96 kcal/mol. For the HOMO-LUMO gap, the calculation gives 7.26 eV. Its net charge is -2.

Which value of net charge does entry 2 give? -2